1.
Molecular formula: C10H16O
Method: DFT, wB97M-V/def2-TZVPD

As for the SMILES: Cc1ccc(O)cc1.CCC. As for the total energy: -12674.4184 eV. The HOMO energy comes out at -8.070 eV. Its energy relative to the best compared isomer or geometry (same formula, charge and spin) is 76.2 kcal per mole. The max |F| comes out at 0.1363 hartree/bohr. Its gap between HOMO and LUMO is 8.85 eV.

Positions of all 27 atoms, in Å:
O -0.634 0.593 3.168
C -1.617 1.073 -2.207
C 2.632 -2.144 -0.733
C -0.325 -0.161 0.893
C 3.097 -0.784 -0.158
C -2.473 1.475 0.062
C 2.767 -2.258 -2.239
C -1.049 0.697 1.842
C -0.607 0.047 -0.442
C -2.144 1.505 1.416
C -1.538 0.990 -0.825
H 3.297 -1.531 -2.758
H -0.022 -0.182 3.309
H 2.388 0.091 -0.219
H 0.072 -0.431 -1.092
H 3.465 -3.090 -2.441
H 3.394 -1.023 1.018
H -2.525 0.691 -2.650
H 1.862 -2.559 -2.754
H 0.320 -0.900 1.339
H -2.722 2.085 2.112
H -0.745 0.711 -2.886
H 3.902 -0.153 -0.529
H 1.658 -2.363 -0.386
H -1.586 2.201 -2.414
H -3.336 2.117 -0.342
H 3.197 -3.046 -0.299

2.
Molecular formula: C10H16O
Method: DFT, wB97M-V/def2-TZVPD

As for the SMILES: CCc1ccc(O)cc1.CC. As for the total energy: -12675.7489 eV. The HOMO energy comes out at -8.440 eV. Its energy relative to the best compared isomer or geometry (same formula, charge and spin) is 45.6 kcal per mole. The max |F| comes out at 0.0674 hartree/bohr. Its gap between HOMO and LUMO is 9.23 eV.

Positions of all 27 atoms, in Å:
O -0.244 1.616 -3.694
C -1.530 -0.841 -1.254
C -0.791 1.083 -2.549
C -1.218 -0.203 -2.489
C -1.372 1.283 -0.262
C -2.823 -1.884 1.198
C -1.793 -0.737 1.234
C -0.873 1.864 -1.398
C 4.276 -0.142 1.025
C 3.138 0.624 1.830
C -1.489 -0.128 -0.089
H 2.599 -0.124 2.401
H 3.646 1.278 2.509
H -1.797 -1.868 -1.391
H -1.728 1.830 0.566
H -2.416 -2.765 0.745
H 4.969 -0.712 1.611
H -1.998 -0.013 2.038
H -3.695 -1.599 0.624
H -0.816 -1.313 1.636
H 3.802 -0.873 0.328
H 2.410 0.936 1.048
H -3.180 -2.200 2.249
H 4.865 0.423 0.323
H 0.342 2.339 -3.477
H -1.307 -0.819 -3.375
H -0.977 2.946 -1.387

3.
Molecular formula: C10H16O
Method: DFT, wB97M-V/def2-TZVPD

As for the SMILES: CCc1ccc(O)cc1.CC. As for the total energy: -12675.5055 eV. The HOMO energy comes out at -8.297 eV. Its energy relative to the best compared isomer or geometry (same formula, charge and spin) is 51.2 kcal per mole. The max |F| comes out at 0.0553 hartree/bohr. Its gap between HOMO and LUMO is 9.15 eV.

Positions of all 27 atoms, in Å:
O 0.855 -3.983 1.793
C -1.108 -0.856 1.634
C 0.460 -2.562 0.015
C -0.983 0.980 -0.018
C -0.750 -0.487 0.355
C -0.638 -2.099 2.085
C 0.095 -2.973 1.318
C -2.521 1.137 -0.212
C 1.371 2.204 -2.051
C 2.238 1.997 -0.795
C 0.077 -1.322 -0.429
H -2.802 0.972 -1.236
H 0.264 -1.092 -1.486
H -1.645 -0.182 2.298
H 3.174 2.581 -0.885
H -0.617 -2.250 3.165
H 0.650 1.439 -2.265
H -0.505 1.755 0.600
H 1.287 -3.158 -0.444
H 2.591 0.931 -0.697
H 0.569 -4.528 2.544
H 0.739 3.238 -1.978
H 1.657 2.279 0.054
H -0.508 1.180 -1.014
H -2.787 2.126 0.274
H -3.161 0.409 0.313
H 1.999 2.265 -2.937

4.
Molecular formula: C10H16O
Method: DFT, wB97M-V/def2-TZVPD

As for the SMILES: Cc1ccc(O)cc1.CCC. As for the total energy: -12675.0871 eV. The HOMO energy comes out at -8.542 eV. Its energy relative to the best compared isomer or geometry (same formula, charge and spin) is 60.8 kcal per mole. The max |F| comes out at 0.0789 hartree/bohr. Its gap between HOMO and LUMO is 9.41 eV.

Positions of all 27 atoms, in Å:
O 3.710 0.498 -0.905
C -0.215 -1.453 2.539
C -2.142 0.854 -0.609
C 2.662 -0.136 -0.207
C -1.094 1.899 -1.012
C 0.692 0.267 1.102
C 2.639 -1.457 0.036
C 1.626 0.818 0.213
C 1.539 -1.934 0.834
C -2.883 0.375 -1.922
C 0.628 -1.114 1.349
H -0.608 2.349 -0.191
H 1.583 -2.987 1.140
H -0.068 -2.437 2.973
H -1.283 -1.503 2.314
H -1.499 2.612 -1.730
H -0.214 0.955 1.308
H -3.935 0.480 -1.770
H 4.204 -0.204 -1.452
H -2.837 1.408 -0.032
H -0.242 1.528 -1.590
H -2.388 -0.521 -2.300
H -2.664 0.964 -2.813
H 3.129 -2.302 -0.443
H -1.819 -0.048 -0.166
H -0.276 -0.765 3.373
H 1.757 1.853 -0.039

5.
Molecular formula: C10H16O
Method: DFT, wB97M-V/def2-TZVPD

As for the SMILES: CCc1ccc(O)cc1.CC. As for the total energy: -12674.9787 eV. The HOMO energy comes out at -8.353 eV. Its energy relative to the best compared isomer or geometry (same formula, charge and spin) is 63.3 kcal per mole. The max |F| comes out at 0.0995 hartree/bohr. Its gap between HOMO and LUMO is 9.20 eV.

Positions of all 27 atoms, in Å:
O 4.441 -3.097 1.109
C 1.420 -1.091 1.129
C 2.474 -1.933 1.641
C -0.164 1.257 0.729
C -4.473 1.268 -1.223
C 3.438 -2.253 0.678
C 3.317 -1.762 -0.678
C -3.511 2.179 -0.483
C 0.522 0.499 -0.544
C 1.406 -0.529 -0.072
C 2.288 -0.978 -1.047
H -1.081 0.653 1.001
H -0.481 2.336 0.550
H 2.369 -0.612 -2.103
H -3.665 1.830 0.605
H -5.538 1.490 -1.200
H -0.316 0.071 -1.054
H -4.296 0.164 -0.895
H -3.822 3.226 -0.774
H 0.678 -0.789 1.786
H 0.315 1.426 1.713
H -4.360 1.408 -2.290
H 2.407 -2.393 2.599
H 0.988 1.292 -1.133
H 4.137 -3.484 1.998
H -2.473 2.035 -0.677
H 3.980 -2.213 -1.364

6.
Molecular formula: C10H16O
Method: DFT, wB97M-V/def2-TZVPD

As for the SMILES: Cc1ccc(O)cc1.CCC. As for the total energy: -12676.7930 eV. The HOMO energy comes out at -8.440 eV. Its energy relative to the best compared isomer or geometry (same formula, charge and spin) is 21.5 kcal per mole. The max |F| comes out at 0.0273 hartree/bohr. Its gap between HOMO and LUMO is 9.33 eV.

Positions of all 27 atoms, in Å:
O -1.571 -1.018 -3.313
C 2.930 2.643 1.021
C -0.999 -2.409 2.197
C -1.701 -2.679 -1.551
C -1.165 -2.073 0.759
C -1.614 -2.979 -0.195
C 0.883 3.207 -0.453
C 1.607 2.197 0.421
C -0.966 -0.456 -1.085
C -0.922 -0.787 0.265
C -1.452 -1.383 -1.999
H -1.787 -4.019 0.064
H -0.823 -3.458 2.422
H -1.959 -3.497 -2.210
H -0.661 0.531 -1.394
H 3.711 2.945 0.322
H 0.955 1.919 1.255
H -0.660 -0.013 0.980
H 1.488 3.542 -1.295
H -1.457 -1.803 -3.861
H 0.492 4.092 0.045
H 2.704 3.551 1.595
H 1.745 1.290 -0.177
H 0.045 2.704 -0.948
H -1.930 -2.105 2.701
H -0.249 -1.840 2.738
H 3.355 1.902 1.694

7.
Molecular formula: C10H16O
Method: DFT, wB97M-V/def2-TZVPD

As for the net charge: +1. As for the total energy: -12667.8507 eV. The HOMO energy (spin up / spin down) comes out at -14.358 / -14.364 eV. Its energy relative to the best compared isomer or geometry (same formula, charge and spin) is 30.6 kcal per mole. The max |F| comes out at 0.0446 hartree/bohr. Its gap between HOMO and LUMO (spin up / spin down) is 10.28 / 6.43 eV. As for the multiplicity: 2.

Positions of all 27 atoms, in Å:
O 0.926 2.315 3.114
C 1.359 1.933 0.791
C -0.260 -3.292 -1.537
C 0.962 1.258 -0.331
C 0.024 -4.675 -0.932
C -1.021 1.090 -2.579
C 0.602 1.709 1.946
C -0.191 0.384 -0.356
C -0.668 -0.074 -1.675
C -0.541 0.902 1.897
C -0.962 0.207 0.797
H -1.815 -0.455 0.852
H 0.179 -0.666 -2.084
H 0.134 -5.460 -1.667
H 1.329 1.571 -1.295
H -0.129 -3.155 -2.620
H -1.581 -0.681 -1.538
H -0.119 1.623 -2.933
H 0.470 -2.592 -1.105
H -1.655 1.858 -2.108
H 1.426 1.679 3.675
H -1.265 -2.867 -1.434
H -1.036 0.819 2.864
H 0.863 -4.573 -0.249
H -0.838 -4.966 -0.305
H 2.234 2.574 0.787
H -1.544 0.918 -3.519

8.
Molecular formula: C10H16O8Rb
Method: DFT, wB97M-V/def2-TZVPD

As for the net charge: -1. As for the total energy: -27664.1186 eV. The HOMO energy comes out at -2.129 eV. Its energy relative to the best compared isomer or geometry (same formula, charge and spin) is 0.0 kcal per mole. The max |F| comes out at 0.0340 hartree/bohr. Its gap between HOMO and LUMO is 3.86 eV.

Positions of all 35 atoms, in Å:
Rb 0.308 -0.413 0.416
O -1.384 0.629 -1.958
O -2.568 -0.733 0.796
O -0.491 -3.947 -1.115
O 3.939 2.578 1.458
O 2.983 0.580 1.310
O -0.358 -3.788 -3.319
O 0.892 -5.315 -2.252
O 2.394 2.027 2.950
C 3.078 3.591 4.740
C 3.103 1.615 1.886
C 3.890 3.685 2.333
C 2.724 3.387 3.291
C -2.711 0.412 -1.530
C -3.182 0.206 -0.030
C 0.125 -4.401 -2.224
C -1.620 -3.130 -1.489
C -1.319 -2.784 -2.926
C -2.499 -2.916 -3.898
H 3.754 4.613 1.773
H -2.129 -2.766 -4.910
H -2.963 -3.899 -3.805
H 1.872 3.950 2.907
H 4.824 3.889 2.866
H -3.074 1.199 0.456
H -1.633 -2.247 -0.863
H -0.867 -1.792 -3.003
H -4.266 0.003 -0.130
H -3.315 1.218 -1.993
H -2.564 -3.657 -1.341
H -3.070 -0.495 -2.074
H -3.261 -2.183 -3.630
H 2.189 3.326 5.319
H 3.849 2.922 5.119
H 3.350 4.636 4.872

9.
Molecular formula: C10H16S
Method: DFT, wB97M-V/def2-TZVPD

As for the SMILES: C=C1CC[C@@H]2CSCC[C@@H]2C1. As for the total energy: -21463.6997 eV. The HOMO energy comes out at -8.290 eV. Its energy relative to the best compared isomer or geometry (same formula, charge and spin) is 26.5 kcal per mole. The max |F| comes out at 0.0774 hartree/bohr. Its gap between HOMO and LUMO is 9.14 eV.

Positions of all 27 atoms, in Å:
S -0.103 3.603 1.065
C 0.525 0.921 -0.481
C -1.352 -1.667 0.866
C 1.340 1.195 0.802
C 1.495 2.737 1.049
C -0.880 1.426 -0.405
C -0.113 -1.160 0.738
C 0.782 -0.967 1.831
C -1.054 2.909 -0.313
C 0.966 0.467 2.147
C 0.351 -0.656 -0.617
H 1.981 3.182 0.253
H 0.001 0.973 2.517
H -0.926 3.423 -1.188
H 1.750 0.668 2.963
H 0.416 -1.421 2.753
H 2.326 0.917 0.585
H -2.168 3.043 -0.186
H 2.012 3.042 1.971
H 1.085 1.332 -1.329
H 1.758 -1.384 1.580
H 1.307 -1.151 -0.899
H -1.414 0.949 0.403
H -1.770 -1.805 1.908
H -1.407 1.059 -1.338
H -0.245 -0.880 -1.478
H -1.979 -1.773 -0.029

10.
Molecular formula: C10H17BF2N4O11P2Ru
Method: DFT, wB97M-V/def2-TZVPD

As for the net charge: +1. As for the total energy: -66404.8128 eV. The HOMO energy (spin up / spin down) comes out at -10.136 / -11.418 eV. Its energy relative to the best compared isomer or geometry (same formula, charge and spin) is 13.6 kcal per mole. The max |F| comes out at 0.0093 hartree/bohr. Its gap between HOMO and LUMO (spin up / spin down) is 7.20 / 7.72 eV. As for the multiplicity: 6.

Positions of all 48 atoms, in Å:
Ru 0.608 0.181 0.266
P -1.491 -1.206 -0.988
P 1.323 -2.538 -0.555
F 1.230 2.931 -3.577
F 2.437 1.286 -2.565
O 1.321 -1.927 0.845
O -2.057 -0.026 3.532
O -2.793 -1.622 -1.820
O -0.774 -0.081 -1.680
O 0.744 2.317 -1.358
O 2.741 0.867 0.460
O -1.879 -1.000 0.455
O 2.071 -3.759 -0.876
O -0.069 0.108 2.617
O -0.586 4.127 -1.991
O 1.697 -1.311 -1.534
N -0.988 -3.429 0.436
N 3.250 -0.183 2.422
N 4.865 0.243 0.835
N -0.879 1.874 0.771
C -1.209 0.516 2.678
C -0.338 3.115 -1.170
C -1.670 1.659 1.822
C -2.294 3.728 0.162
C -3.078 3.493 1.255
C -1.171 2.894 -0.069
C 3.577 0.316 1.215
C -0.730 -3.759 -2.037
C -2.766 2.435 2.120
C -0.500 -2.799 -0.875
B 1.477 2.172 -2.508
H 5.583 -0.135 1.424
H 3.881 -0.800 2.901
H 5.119 0.630 -0.056
H -1.472 -4.311 0.286
H -1.606 -2.716 0.866
H -2.505 4.538 -0.522
H -3.934 4.124 1.457
H -1.778 -4.052 -2.108
H -0.208 -3.550 1.086
H 2.271 -0.293 2.634
H -0.047 4.096 -2.794
H -0.093 -4.638 -1.937
H -3.359 2.271 3.011
H -0.462 -3.267 -2.973
H -2.955 0.305 3.396
H -2.804 -1.269 -2.717
H 2.302 -1.559 -2.244

11.
Molecular formula: C10H17CeNO
Method: DFT, wB97M-V/def2-TZVPD

As for the total energy: -27110.3214 eV. The HOMO energy (spin up / spin down) comes out at -7.892 / -7.893 eV. The max |F| comes out at 0.0442 hartree/bohr. Its gap between HOMO and LUMO (spin up / spin down) is 7.86 / 7.88 eV.

Positions of all 30 atoms, in Å:
Ce 0.699 0.087 -0.171
O -1.360 0.487 -0.512
N 1.303 1.843 0.950
C 2.542 -1.754 -0.752
C 2.794 -1.284 0.587
C -3.634 -0.281 -0.973
C 1.757 -1.809 1.433
C -2.945 0.809 1.271
C 1.373 -2.581 -0.714
C 1.770 2.546 -0.240
C -2.557 -0.026 0.063
C 1.809 1.656 -1.491
C 0.889 -2.612 0.631
H -3.361 1.779 0.978
H -2.288 -1.019 0.454
H -2.073 1.017 1.912
H -3.692 0.294 1.890
H 1.216 2.052 -2.331
H 2.815 1.331 -1.796
H 3.164 -1.550 -1.629
H 1.321 2.384 1.818
H -3.220 -0.810 -1.838
H 2.786 2.976 -0.086
H 0.051 -3.216 0.997
H 3.625 -0.644 0.900
H -4.091 0.643 -1.338
H 1.679 -1.655 2.521
H 0.972 -3.158 -1.555
H 1.090 3.398 -0.429
H -4.431 -0.902 -0.550

12.
Molecular formula: C10H17Cl2FO2Ti
Method: DFT, wB97M-V/def2-TZVPD

As for the net charge: -2. As for the total energy: -65623.2347 eV. The HOMO energy comes out at -0.667 eV. The max |F| comes out at 0.1276 hartree/bohr. Its gap between HOMO and LUMO is 5.58 eV.

Positions of all 33 atoms, in Å:
Ti -0.014 -0.027 1.404
Cl 2.144 -0.790 2.091
Cl 4.907 1.444 2.249
F 0.436 0.849 3.128
O -0.535 -1.591 2.398
O -1.763 0.572 2.238
C 0.306 1.119 -0.802
C -2.214 1.607 -0.789
C 2.596 -0.031 -0.935
C 1.129 -0.027 -0.722
C 0.731 -2.595 -0.535
C -1.065 -0.715 -0.503
C -2.283 -1.563 -0.455
C 0.287 -1.178 -0.545
C -1.040 0.713 -0.656
C 0.769 2.504 -1.046
H 1.730 2.693 -0.578
H -2.622 -1.788 -1.468
H -2.067 2.544 -0.261
H 0.065 3.235 -0.663
H -2.089 -2.506 0.047
H -2.373 1.836 -1.845
H -3.116 1.150 -0.401
H 3.081 0.773 -0.389
H -1.462 -1.531 2.678
H -3.093 -1.067 0.070
H 0.835 -2.962 -1.558
H 0.018 -3.230 -0.018
H 1.685 -2.705 -0.031
H 0.878 2.670 -2.120
H 3.048 -0.962 -0.617
H 2.804 0.107 -1.998
H -1.714 1.455 2.629

- What is the formula in the seventh record?
  C10H16O